(1)
67
Properties=species:S:1:pos:R:3:mulliken_charge:R:1 method="wB97M-V/def2-TZVPD" e_above_lowest_kj_mol=60.3 gap_ev=5.9508 homo_ev=-4.41 charge=-1 spin_multiplicity=1
N 0.95399 -2.09479 1.04743 0.357
H 0.82561 -1.35784 1.79969 0.055
H 1.91847 -2.47930 1.11543 0.206
H 0.88210 -1.64775 0.12041 0.012
H 0.17847 -2.81643 1.13145 0.035
C 4.13551 3.85587 3.59577 -1.455
C 3.86332 2.48531 2.92790 -0.073
C 4.86725 2.22384 1.83151 -0.937
N 4.63645 0.92460 1.11095 0.499
C 4.73001 -0.21441 2.07709 -0.797
C 5.72853 0.77685 0.09435 -0.681
C 5.21367 -0.03521 -1.08677 -0.841
C 3.67917 0.16364 -1.02202 -0.253
C 3.40385 1.02976 0.20368 -0.608
H 4.24066 4.65428 2.84862 0.345
H 4.95074 3.95177 4.31036 0.352
H 3.21377 4.08643 4.14000 0.391
H 2.82163 2.44298 2.62516 0.331
H 4.02318 1.77392 3.73944 0.289
H 5.86572 2.18084 2.26791 0.334
H 4.82690 2.98248 1.05189 0.516
H 4.64682 -1.13569 1.48362 0.347
H 3.90212 -0.11537 2.76712 0.250
H 5.71444 -0.24196 2.53535 0.209
H 6.68202 0.47811 0.53139 0.492
H 5.92734 1.79026 -0.27223 0.406
H 5.59133 -1.05066 -1.08742 0.347
H 5.59788 0.53696 -1.93098 0.301
H 3.18350 -0.80357 -1.07266 0.124
H 3.41418 0.74189 -1.90399 0.419
H 2.52707 0.70080 0.77314 0.282
H 3.22114 2.08779 0.03370 0.208
C -7.12347 -1.60413 -3.62968 -1.367
C -6.44500 -0.66002 -2.61414 -0.180
C -5.37166 -1.42467 -1.89938 -0.787
N -4.76324 -0.66432 -0.74925 0.357
C -5.73890 -0.21172 0.27762 -0.983
C -3.64806 -1.43675 -0.14567 -0.735
C -2.61403 -0.46750 0.38176 0.463
C -2.98800 0.87698 -0.24135 -0.833
C -4.05403 0.56634 -1.23953 -0.712
H -7.96100 -1.12442 -4.13948 0.385
H -7.57424 -2.47630 -3.15705 0.339
H -6.36084 -1.83892 -4.36955 0.351
H -7.15918 -0.11897 -1.99732 0.368
H -5.95384 0.09933 -3.23182 0.264
H -4.52247 -1.67943 -2.52688 0.397
H -5.69687 -2.32360 -1.36858 0.457
H -5.13577 0.17719 1.08604 0.429
H -6.40119 -1.02888 0.54802 0.301
H -6.34589 0.54094 -0.21188 0.392
H -4.06267 -2.17173 0.54252 0.241
H -3.14910 -2.02347 -0.91872 0.290
H -2.46845 -0.48419 1.46384 0.430
H -1.60916 -0.76289 0.09692 -0.547
H -3.29474 1.51216 0.59486 0.317
H -2.16051 1.36807 -0.73859 0.357
H -4.70399 1.38571 -1.54044 0.385
H -3.58928 0.23589 -2.17304 0.610
Cl 1.05388 -0.05257 3.33855 -0.789
Cl 3.73497 -3.55084 0.03511 -0.788
Cl -1.16095 -4.45019 1.21722 -0.855
B 0.39264 -0.37859 -2.07575 0.353
F 0.86858 -1.72839 -1.96598 -0.377
F 1.20589 0.21076 -3.08445 -0.362
F -0.97658 -0.44670 -2.53167 -0.331
F 0.41032 0.26048 -0.81950 -0.300


(2)
62
Properties=species:S:1:pos:R:3:mulliken_charge:R:1 method="wB97M-V/def2-TZVPD" gap_ev=9.5819 homo_ev=-12.65 charge=+1 spin_multiplicity=1
C 2.74661 0.94741 0.03328 -1.443
C 1.41266 1.47651 -0.45487 -0.070
Br 1.66833 3.22288 -1.28141 -0.073
C 0.75733 0.54119 -1.50766 -0.632
P -0.86311 0.02889 -0.94087 0.052
C -1.97964 1.42054 -1.06631 -0.714
P -3.59587 1.12089 -0.29531 0.861
O -3.61454 1.49924 1.11032 -0.507
O -3.83388 -0.41458 -0.61092 -0.517
O -4.66790 1.84383 -1.22245 -0.521
H 3.52035 1.12966 -0.70671 0.223
H 2.70980 -0.11991 0.23812 0.410
H 3.03777 1.47517 0.93581 0.373
H 0.73397 1.63424 0.38001 0.575
H 1.37174 -0.31640 -1.76676 0.471
H 0.55599 1.09332 -2.42325 0.416
H -0.78999 -0.40668 0.37905 0.213
H -1.37169 -0.99496 -1.73265 0.208
H -1.53198 2.28899 -0.58481 0.456
H -2.09236 1.65833 -2.12400 0.504
H -4.76346 -0.63177 -0.44894 0.324
H -4.52906 2.79912 -1.20756 0.358
C -6.48093 -3.46826 5.16867 -1.183
C -7.05781 -2.05557 5.19429 -0.390
C -7.31479 -1.47631 3.80447 -0.854
C -6.06588 -1.32510 2.93539 -0.481
C -4.95862 -0.46093 3.53751 -0.222
C -5.37856 0.98481 3.77936 -1.234
H -5.50823 -3.49990 4.67482 0.273
H -6.34479 -3.85040 6.18045 0.380
H -7.14926 -4.15157 4.64116 0.297
H -6.39170 -1.39800 5.75901 0.231
H -8.00362 -2.06919 5.74009 0.378
H -7.80654 -0.50579 3.90863 0.335
H -8.02803 -2.11845 3.27883 0.381
H -6.36953 -0.89126 1.97301 0.223
H -5.65991 -2.31490 2.70517 0.360
H -4.10564 -0.46554 2.85310 0.201
H -4.60256 -0.90368 4.47132 0.332
H -5.70086 1.45081 2.84735 0.218
H -4.54641 1.57037 4.17032 0.365
H -6.19594 1.05646 4.49803 0.390
C 8.78836 -1.24221 -3.92668 -1.198
C 8.31114 0.19214 -4.13678 -0.347
C 7.81381 0.86287 -2.85723 -0.803
C 6.60597 0.18691 -2.20691 -0.615
C 5.38005 0.06152 -3.10993 -0.345
C 4.82061 1.40699 -3.56541 -1.156
H 7.98465 -1.89017 -3.57307 0.283
H 9.16270 -1.66692 -4.85812 0.381
H 9.59696 -1.27903 -3.19454 0.297
H 7.52903 0.20970 -4.90116 0.219
H 9.13653 0.78527 -4.53604 0.382
H 7.57690 1.90845 -3.07246 0.305
H 8.62876 0.88583 -2.12840 0.394
H 6.33197 0.75542 -1.31090 0.291
H 6.88863 -0.80822 -1.85435 0.388
H 4.60221 -0.48251 -2.56150 0.211
H 5.61557 -0.55083 -3.98321 0.424
H 4.54267 2.02332 -2.70578 0.207
H 3.92988 1.26993 -4.18235 0.342
H 5.54215 1.96799 -4.15827 0.371


(3)
68
Properties=species:S:1:pos:R:3:lowdin_spin:R:1 method="wB97M-V/def2-TZVPD" gap_ev="6.2712 / 2.0707" homo_ev="-10.78 / -10.77" charge=+1 spin_multiplicity=2
C -2.82248 -6.05962 1.81024 0.000
S -1.73866 -4.56388 1.96910 0.000
O -0.93222 -4.72167 0.69622 0.000
C -3.04088 -3.29667 1.59441 0.000
H -2.55784 -6.94315 2.39114 0.000
H -3.00684 -6.35257 0.77666 0.000
H -3.76742 -5.73032 2.24237 0.000
H -2.42446 -2.39774 1.58785 0.000
H -3.80647 -3.33088 2.36953 0.000
H -3.55620 -3.46489 0.64877 0.000
C -3.50330 5.09531 1.33483 0.054
S -2.91194 3.49651 0.65114 0.200
O -4.18401 2.65815 0.96374 0.686
C -2.89512 3.74207 -1.14751 0.042
H -4.51029 5.24905 0.94697 0.002
H -2.78067 5.87369 1.08980 0.003
H -3.55599 5.22683 2.41558 0.000
H -2.63435 2.89182 -1.77773 0.000
H -1.98347 4.32104 -1.29509 0.000
H -3.77338 4.21399 -1.58803 0.004
C 0.40504 1.74308 -1.47533 0.001
S -0.84648 0.41401 -1.33522 0.001
O -0.15144 -0.87095 -1.83496 0.003
C -0.65475 0.27947 0.56502 0.002
H 0.17461 2.07707 -2.48699 0.000
H 1.39677 1.29163 -1.44773 0.000
H 0.21602 2.40943 -0.63370 0.000
H -1.48570 -0.15319 1.12217 0.000
H -0.58347 1.30596 0.92468 0.002
H 0.24226 -0.26741 0.85549 0.000
C -0.38151 0.53400 -5.78337 0.000
O -0.56592 1.33442 -6.66083 0.000
N -1.17459 -0.56608 -5.54295 0.001
C -0.75112 -1.62340 -4.67328 0.000
C -2.49795 -0.72164 -6.12146 0.000
H 0.54750 0.52379 -5.19258 0.000
H -0.30715 -2.49203 -5.15956 0.000
H -1.60116 -2.08448 -4.17035 0.000
H -0.01116 -1.30666 -3.93827 0.000
H -3.32043 -0.26864 -5.56791 0.000
H -2.59464 -0.19071 -7.06848 0.000
H -2.75751 -1.64724 -6.63527 0.000
C 3.92993 -1.53597 3.88290 0.000
O 4.99776 -2.03208 3.56474 0.000
N 2.71852 -1.76199 3.21551 0.000
C 1.31124 -1.38178 3.63988 0.000
C 2.74060 -2.29468 1.80194 0.000
H 3.84704 -0.89392 4.77347 0.000
H 1.01467 -0.74249 2.80834 0.000
H 1.29906 -0.70863 4.49709 0.000
H 0.75184 -2.31494 3.70604 0.000
H 2.33177 -1.57167 1.09609 0.000
H 3.80156 -2.37321 1.56464 0.000
H 2.12846 -3.19634 1.82144 0.000
O 2.25812 3.06239 0.52340 0.000
C 2.48059 2.50463 1.56819 0.000
O 3.55454 1.84151 1.95796 0.000
C 4.75861 1.80182 1.09771 0.000
C 4.52073 0.68742 0.04808 0.000
C 1.38739 2.45573 2.62640 0.000
H 5.55852 1.60029 1.81020 0.000
H 5.03033 2.76401 0.66359 0.000
H 3.48777 0.65480 -0.29837 0.000
H 4.71130 -0.28829 0.49505 0.000
H 5.19421 0.84288 -0.79474 0.000
H 0.59763 3.18390 2.44157 0.000
H 1.83442 2.54069 3.61688 0.000
H 0.84189 1.52812 2.45300 0.000


(4)
68
Properties=species:S:1:pos:R:3:mulliken_charge:R:1 method="wB97M-V/def2-TZVPD" gap_ev=8.5998 homo_ev=-11.58 charge=+1 spin_multiplicity=1
C 4.44697 1.08348 3.08482 -1.068
C 3.02001 1.62474 2.95564 -0.552
P 2.43497 2.23826 1.30371 0.176
C 3.77524 3.24627 0.53808 -1.109
N 2.25343 0.85955 0.16782 0.742
P 3.58577 -0.24008 0.03920 0.117
N 4.98213 0.41461 -0.07659 -0.777
C 0.99230 0.32709 0.17369 -1.174
N 0.81103 -0.95523 0.28388 0.396
C -0.49266 -1.62433 0.23450 -0.822
C -1.00068 -2.08531 1.59898 -0.559
O 0.02164 -2.64313 2.40825 -0.412
C 0.44924 -3.85594 2.00888 0.814
C 1.71618 -4.29900 2.66785 -1.057
O -0.08382 -4.51435 1.19585 -0.497
N -0.06902 1.17744 0.05541 0.690
C -0.62157 1.38312 -1.28522 -0.587
N 0.29464 1.13291 -2.35807 -0.623
C -0.85299 1.49512 1.25170 -0.609
C -2.28878 1.96124 1.01118 -0.387
C -3.09078 1.83775 2.31911 -0.590
C -4.57353 1.60801 1.92813 -0.991
N -4.72035 0.19362 1.57508 -0.448
H 4.48065 0.01837 2.86968 0.215
H 5.17148 1.58127 2.45517 0.165
H 4.77342 1.20048 4.11176 0.415
H 2.27470 0.95458 3.36609 0.373
H 2.95756 2.51898 3.57068 0.490
H 4.76346 3.00412 0.90726 0.329
H 3.57218 4.27800 0.78629 0.413
H 3.71911 3.08585 -0.52923 0.332
H 3.53802 -1.18878 1.10371 0.037
H 3.26927 -1.00398 -1.10901 0.148
H 5.61003 0.12805 0.66249 0.296
H 1.61009 -1.56782 0.38272 0.211
H -0.34209 -2.53195 -0.33885 0.791
H -1.25254 -1.07124 -0.29167 0.149
H -1.79424 -2.79452 1.39480 0.420
H -1.50626 -1.27947 2.11625 0.265
H 1.71919 -5.36757 2.80815 0.350
H 1.83491 -3.82388 3.63743 0.339
H 2.57551 -4.02717 2.06379 0.227
H -1.51219 0.78291 -1.46944 0.345
H -0.95065 2.41408 -1.37055 0.352
H 0.26514 0.16906 -2.66562 0.243
H 1.23373 1.45037 -2.16247 0.292
H -0.87434 0.68981 1.98643 0.421
H -0.34760 2.29709 1.78919 0.058
H -2.24302 3.01542 0.76793 0.376
H -2.81300 1.37906 0.26424 0.224
H -2.97786 2.71198 2.94827 0.423
H -2.78180 0.91883 2.80904 0.325
H -4.72683 2.17582 1.01970 0.448
H -5.23518 1.92917 2.72500 0.410
H -5.34670 0.06124 0.79600 0.191
H -4.99805 -0.37281 2.36279 0.206
C -0.88858 -1.86986 -5.72710 -1.493
C -1.49234 -1.46207 -4.40838 0.895
O -1.03558 -1.84313 -3.33178 -0.607
N -2.57179 -0.64807 -4.43953 -0.075
C -3.24889 -0.09460 -5.60128 -0.908
H -0.03915 -2.51954 -5.53980 0.308
H -1.61730 -2.41445 -6.32770 0.413
H -0.54315 -0.99255 -6.27486 0.393
H -2.92844 -0.41552 -3.52607 0.179
H -3.22408 0.99427 -5.54803 0.299
H -4.28906 -0.42155 -5.60214 0.307
H -2.77712 -0.41415 -6.52315 0.339


no.,calculated total energy (Ha)
1,-2603.09723
2,-4115.91363
3,-2463.85931
4,-1925.11896